[1]
Here is C6H12Cl6F8Mg2N4O16S8 as an isolated structure in a non-equilibrium geometry from the Open Molecules 2025 dataset. Energies are from ωB97M-V with the def2-TZVPD basis set.

Last column: Löwdin charge in e.
Cartesian coordinates (Å):
Mg -2.2562 1.5384 -1.7523  0.6240
Mg 1.4198 2.6776 0.1875  0.7772
N 0.3372 3.7109 1.2100  -0.3194
S -1.2268 4.2345 0.4648  0.7880
O -2.2314 4.9345 1.2349  -0.1795
O -1.5901 3.2127 -0.5573  -0.3342
F -0.6558 5.5531 -0.4146  -0.1729
S -0.1147 4.2200 2.6578  0.5524
O -1.2108 3.4823 3.3218  -0.2485
O 0.1589 5.6139 2.9439  -0.2213
F 1.1365 3.5235 3.4504  -0.2037
N -0.7894 1.5841 -2.8197  -0.2842
S 0.6096 2.6833 -2.9426  0.7485
O 1.5891 2.7289 -4.0287  -0.1627
O 1.2551 2.9111 -1.6774  -0.3068
F -0.3843 3.9287 -3.1578  -0.1310
S -0.4204 0.9209 -4.1381  0.4487
O 0.8312 0.1594 -4.1442  -0.2496
O -0.8820 1.5295 -5.3559  -0.2034
F -1.4814 -0.2446 -3.9694  -0.1775
N -3.9492 0.9326 -1.6568  -0.3184
S -5.1372 1.3403 -0.4445  0.6039
O -5.5343 0.3019 0.4804  -0.2058
O -6.1767 2.2739 -0.8178  -0.2122
F -3.9803 2.0709 0.3105  -0.1760
S -5.0969 0.2870 -2.4509  0.4784
O -6.1222 1.1284 -3.0683  -0.2363
O -5.4466 -1.0597 -2.0861  -0.2161
F -4.1075 -0.0720 -3.6921  -0.2091
N 1.1244 0.8730 0.0348  -0.3502
S -0.2819 0.0725 0.4871  0.6632
O -0.1815 -1.2189 1.1104  -0.1905
O -1.4524 0.2606 -0.4076  -0.3277
F -0.7100 1.0391 1.7329  -0.1855
S 1.8572 -0.4041 -0.4554  0.5771
O 1.3690 -1.0142 -1.7218  -0.2559
O 2.6027 -1.1732 0.5500  -0.2719
F 2.9945 0.6432 -0.9598  -0.2094
Cl 0.4595 0.1042 4.5932  0.6132
C 0.8337 -1.6072 4.4102  -0.6929
C 0.6935 -2.2754 5.7599  -0.6590
Cl 1.6056 -3.8156 5.6970  0.5483
H 1.7615 -1.7490 3.8560  0.0559
H 0.0564 -2.0830 3.8121  0.0678
H -0.3330 -2.3897 6.1083  0.0824
H 1.1864 -1.6539 6.5076  0.0544
Cl 4.8909 -3.9981 3.5433  0.5583
C 4.7666 -2.4155 2.7153  -0.6888
C 6.0401 -2.0314 2.0268  -0.6623
Cl 5.6690 -0.9570 0.6676  0.5998
H 4.4645 -1.6216 3.3983  0.0775
H 4.0974 -2.4875 1.8579  0.0293
H 6.3282 -2.9713 1.5558  0.0585
H 6.8027 -1.6205 2.6883  0.0829
Cl -2.0593 -5.4810 -3.3150  0.5626
C -0.4702 -4.7311 -3.4150  -0.6606
C -0.6106 -3.1843 -3.4384  -0.5614
Cl -1.3099 -2.5344 -1.8589  0.5826
H 0.0611 -5.1777 -4.2554  0.0707
H 0.1344 -5.0204 -2.5554  0.0654
H -1.2455 -2.8687 -4.2662  0.0646
H 0.3113 -2.6138 -3.5513  0.0494

## Properties
- Charge: 0
- M: 1066.0 g/mol
- Calculated total energy: -8804.2583 Eh
- Relative energy (zero: lowest compared OMol25 entry of this formula, charge and spin): 7.6428 eV
- Frontier orbital gap: 7.75 eV
- E_HOMO: -10.648 eV

[2]
Here is a 4-piece molecular cluster, C6H12Cl9O4P overall in a non-equilibrium geometry from the Open Molecules 2025 dataset. Energies are from ωB97M-V with the def2-TZVPD basis set.

Last column: Löwdin charge in e.
Cartesian coordinates (Å):
C -3.6787 -1.7989 -3.5420  -0.0844
O -2.5670 -0.9094 -3.7724  -0.2114
P -1.0767 -1.3318 -3.3861  0.4191
O -0.6830 -2.7549 -3.5452  -0.2397
O -0.1642 -0.3150 -4.2527  -0.2056
C -0.2773 1.0597 -4.0250  -0.1230
O -1.0002 -0.9190 -1.8263  -0.2387
C 0.3384 -1.0375 -1.3387  -0.1486
H -4.1597 -2.1267 -4.4636  0.0871
H -4.4673 -1.3806 -2.9165  0.0884
H -3.3607 -2.7416 -3.0969  0.0827
H 0.5862 1.4487 -3.4854  0.0881
H -1.2365 1.2137 -3.5308  0.0855
H -0.3065 1.5872 -4.9785  0.0927
H 0.4198 -0.9833 -0.2531  0.0086
H 0.9499 -0.2553 -1.7884  0.0651
H 0.8101 -1.9660 -1.6604  0.0909
Cl 4.6929 -0.3277 2.5780  0.4707
C 3.1027 0.0666 1.7785  -1.4647
Cl 2.1733 -1.4900 1.7354  0.5368
Cl 3.3652 0.7350 0.1960  0.5734
H 2.6887 0.8023 2.4680  -0.0284
Cl 3.0100 5.0611 6.3837  0.5440
C 2.2727 3.5309 6.0114  -1.5235
Cl 2.8116 3.0103 4.3700  0.4986
Cl 0.4987 3.5819 6.2741  0.5124
H 2.7031 2.7897 6.6848  0.0109
Cl -2.0103 -1.7146 1.2584  0.5499
C -1.3778 -0.9396 2.7216  -1.5345
Cl -2.4895 -1.2775 4.0685  0.5175
Cl -1.1575 0.8072 2.4833  0.5139
H -0.4105 -1.4251 2.8503  -0.0338

## Properties
- Charge: 0
- M: 498.2 g/mol
- Calculated total energy: -5019.9120 Eh
- Relative energy (zero: lowest compared OMol25 entry of this formula, charge and spin): 0.5303 eV
- Frontier orbital gap: 10.78 eV
- Structure (SMILES): COP(=O)(OC)OC.ClC(Cl)Cl.ClC(Cl)Cl.ClC(Cl)Cl
- E_HOMO: -10.553 eV

[3]
Here is C6H12ClIO16S3Ti as an isolated structure in a non-equilibrium geometry from the Open Molecules 2025 dataset. Energies are from ωB97M-V with the def2-TZVPD basis set.

Last column: Mulliken spin population.
Cartesian coordinates (Å):
Ti 0.1241 2.0313 -0.3352  2.9555
I -1.8005 3.8754 -1.4267  1.0378
Cl 0.6112 3.3414 3.3290  0.0027
O 0.7992 3.3201 1.9376  0.0026
O -0.0818 2.2127 3.9160  0.0028
O 1.8526 3.5465 4.0346  0.0008
O -0.2313 4.4711 3.6410  0.0016
C 4.1654 1.7405 1.8305  -0.0024
C 2.9153 1.0099 1.4628  -0.0075
O 2.5796 1.5149 0.2115  -0.0246
S 3.7732 2.3991 -0.5427  0.0015
O 3.1505 3.5985 -1.1032  0.0145
O 4.6300 1.4822 -1.3324  -0.0032
O 4.3675 2.8279 0.9225  -0.0013
H 5.0345 1.1021 1.6720  0.0009
H 4.1163 2.1028 2.8574  0.0007
H 2.1147 1.2813 2.1510  0.0334
H 3.0095 -0.0759 1.4474  -0.0084
C -1.7756 -2.9953 -3.2136  0.0002
C -2.1524 -1.7766 -4.1044  0.0008
O -1.6233 -0.6075 -3.5199  0.0016
S -0.3679 -0.9680 -2.5287  -0.0138
O -0.0965 -0.1076 -1.3554  -0.0062
O 0.7536 -1.1677 -3.4484  -0.0005
O -1.1411 -2.4239 -2.1320  -0.0008
H -1.2146 -3.8160 -3.6607  0.0000
H -2.6765 -3.4520 -2.8038  0.0000
H -3.2384 -1.7519 -4.1945  -0.0001
H -1.6804 -1.8716 -5.0823  0.0001
C -3.1322 -2.4692 0.3366  0.0011
C -1.6628 -2.8450 0.8469  -0.0020
O -1.1414 -1.5996 1.2280  0.0116
S -2.2856 -0.5451 1.7816  0.0020
O -1.9870 0.8016 1.1423  -0.0029
O -2.4104 -0.6337 3.2491  0.0023
O -3.6110 -1.3735 1.1274  0.0001
H -3.7854 -3.3418 0.3393  0.0000
H -3.0817 -2.0179 -0.6543  0.0002
H -0.9805 -3.4094 0.2114  -0.0003
H -1.8389 -3.4102 1.7622  -0.0006

## Properties
- 2S+1: 5
- Charge: 0
- M: 646.6 g/mol
- Calculated total energy: -4241.0284 Eh
- Frontier orbital gap (spin up / spin down): 5.52 / 4.39 eV
- E_HOMO (spin up / spin down): -6.092 / -8.503 eV

[4]
Here is C6H12ClN2 as an isolated structure in a non-equilibrium geometry from the Open Molecules 2025 dataset. Energies are from ωB97M-V with the def2-TZVPD basis set.

Last column: Löwdin charge in e.
Cartesian coordinates (Å):
C -2.7381 -0.3043 0.0570  -0.8093
C 2.1882 -0.2527 -0.3061  -0.0278
C 0.4093 1.4380 -0.8546  -0.0350
C 0.6212 0.5303 1.4892  -0.0341
C -0.0550 -0.9743 -0.3971  0.0788
C 0.7426 0.2157 -0.0031  -0.6363
N -1.6991 -0.9850 0.4312  0.1216
N -2.8431 -1.5646 -0.4041  0.1536
Cl -3.5280 1.1039 0.0897  0.9761
H 2.4818 -1.0719 0.3437  0.0946
H 2.2968 -0.5654 -1.3415  0.0962
H 2.8604 0.5825 -0.1299  0.1019
H 0.4964 1.2068 -1.9141  0.0949
H -0.5996 1.7907 -0.6560  0.0640
H 1.0975 2.2479 -0.6304  0.0986
H 0.8051 -0.3532 2.0933  0.0953
H -0.3732 0.9035 1.7202  0.0758
H 1.3441 1.2912 1.7696  0.1000
H 0.2745 -1.9131 0.0328  0.1228
H -0.3578 -1.0530 -1.4348  0.1264
H -3.4241 -2.2729 0.0449  0.1418

## Properties
- Charge: +1
- M: 147.6 g/mol
- Calculated total energy: -805.1163 Eh
- Relative energy (zero: lowest compared OMol25 entry of this formula, charge and spin): 4.3990 eV
- Frontier orbital gap: 9.44 eV
- E_HOMO: -14.894 eV

[5]
Here is C6H12ClN3O4ReSSe as an isolated structure in a non-equilibrium geometry from the Open Molecules 2025 dataset. Energies are from ωB97M-V with the def2-TZVPD basis set.

Last column: Mulliken spin population.
Cartesian coordinates (Å):
Re -0.3994 -2.3071 1.8768  1.0495
O 2.7912 -2.5737 3.9923  0.0161
Cl 1.6457 -2.5378 3.2173  -0.0369
O 1.0722 -3.8072 2.7209  0.0187
O 0.4146 -1.9058 3.8309  -0.0066
O 1.6896 -1.7297 1.9284  -0.0027
Se -2.8339 -5.4372 -0.5734  -0.0072
C -2.0192 -4.2274 0.1774  0.0084
N -1.3960 -3.2937 0.7399  -0.0145
C 2.7020 0.6810 -0.9044  -0.0009
C 1.3486 1.3629 -0.8280  0.0014
N 0.5805 0.7752 0.3020  0.0025
C -0.7174 0.7111 0.4849  0.0107
S -1.3957 -0.2704 1.8244  -0.0368
N -1.6393 1.3575 -0.1917  -0.0039
C -1.5093 2.4828 -1.1577  0.0009
C -1.8266 2.0624 -2.5777  -0.0002
H 3.1994 0.9562 -1.8324  0.0000
H 2.6018 -0.4057 -0.8976  0.0004
H 3.3452 0.9886 -0.0794  0.0001
H 0.7797 1.2094 -1.7432  -0.0003
H 1.4625 2.4317 -0.6565  0.0004
H 1.1407 0.3513 1.0278  0.0015
H -2.5915 1.0827 0.0115  -0.0008
H -0.5109 2.8971 -1.0607  0.0000
H -2.2034 3.2419 -0.8003  0.0001
H -1.1160 1.3252 -2.9525  0.0000
H -1.7849 2.9356 -3.2273  0.0000
H -2.8304 1.6431 -2.6516  0.0000

## Properties
- 2S+1: 2
- Charge: +2
- M: 522.9 g/mol
- Calculated total energy: -4038.1680 Eh
- Relative energy (zero: lowest compared OMol25 entry of this formula, charge and spin): 0.0667 eV
- Frontier orbital gap (spin up / spin down): 7.04 / 7.13 eV
- E_HOMO (spin up / spin down): -16.804 / -16.834 eV

[6]
Here is C6H12CuNO3 as an isolated structure in a non-equilibrium geometry from the Open Molecules 2025 dataset. Energies are from ωB97M-V with the def2-TZVPD basis set.

Last column: Mulliken spin population.
Cartesian coordinates (Å):
C 2.7629 -1.1410 0.7743  -0.0001
O 1.8900 -1.1190 -0.4142  0.0003
C 1.8571 0.2041 -1.0570  -0.0010
C 0.4543 1.0280 -0.7876  0.0120
C -0.3249 0.5819 0.5995  -0.0033
N -1.6670 1.2788 0.5851  0.0031
C -2.8267 0.3340 0.8086  0.0066
C -2.9261 -0.9045 -0.2714  -0.0549
O -3.7661 -1.9189 0.0738  0.1154
O -2.1669 -1.0292 -1.5253  0.9242
H 2.3117 -1.7341 1.6939  0.0000
H 2.9271 -0.0326 1.1664  0.0000
H 3.7896 -1.6309 0.4129  0.0000
H 1.9116 0.0344 -2.2356  0.0004
H 2.7531 0.9092 -0.7920  0.0001
H 0.6379 2.1985 -0.6939  -0.0002
H -0.3214 0.8905 -1.6693  -0.0009
H -0.3641 -0.5731 0.7821  -0.0019
H 0.3304 1.0289 1.4915  -0.0002
H -1.6535 1.9216 1.4334  0.0001
H -3.8159 0.9824 0.6472  -0.0010
H -2.8772 -0.0974 1.9110  0.0017
Cu 1.0841 -1.2116 -2.9333  -0.0005

## Properties
- 2S+1: 2
- Charge: +1
- M: 209.7 g/mol
- Calculated total energy: -2156.2143 Eh
- Relative energy (zero: lowest compared OMol25 entry of this formula, charge and spin): 4.1241 eV
- Frontier orbital gap (spin up / spin down): 6.81 / 6.64 eV
- E_HOMO (spin up / spin down): -12.879 / -12.875 eV

calculated total energy of number 4 (C6H12ClN2)? -805.1163 Eh